No. 1
Molecular formula: C20H20N8O
Method: DFT, ωB97M-V with the def2-TZVPD basis set

```
49
Properties=species:S:1:pos:R:3:lowdin_charge:R:1
C 7.750 -1.224 -1.725 -0.0362
C 6.318 -1.234 -1.507 -0.4388
N 5.654 -2.344 -1.476 0.1577
O 4.271 -1.917 -1.356 0.0371
C 4.352 -0.587 -1.199 -0.2836
C 3.230 0.297 -0.873 -0.0715
C 3.197 1.495 -1.456 -0.0095
N 2.023 2.130 -1.177 -0.0434
N 1.656 3.428 -1.444 0.0943
C 0.589 3.932 -0.951 -0.1471
N -0.369 3.142 -0.233 0.1330
C -0.055 1.899 -0.025 -0.2604
N -1.003 1.165 0.627 0.1091
C -2.398 1.217 0.492 -0.1614
C -3.130 1.995 -0.488 -0.0357
N -4.427 1.660 -0.744 0.1251
C -4.983 0.725 -0.010 -0.3464
N -6.253 0.268 -0.209 0.1294
C -6.537 -0.702 0.779 -0.3157
C -7.859 -1.414 0.808 -0.0472
C -5.451 -0.889 1.595 0.0266
C -4.411 -0.057 0.962 -0.1768
C -3.071 0.192 1.198 0.0390
C 1.225 1.312 -0.335 -0.0617
C 2.019 0.237 -0.015 -0.0428
C 1.468 -0.779 1.059 -0.3229
C 2.643 -1.117 1.974 -0.0907
C 0.704 -2.045 0.494 -0.0350
N 5.573 -0.092 -1.357 0.1968
H 8.234 -0.448 -2.368 0.1027
H 8.323 -1.296 -0.761 0.1059
H 8.160 -1.995 -2.279 0.0446
H 3.937 2.030 -2.010 0.1377
H 0.436 5.000 -1.035 0.1072
H -0.577 0.397 1.042 0.0643
H -2.711 2.771 -1.072 0.0787
H -6.824 0.467 -1.030 0.1645
H -7.912 -2.151 -0.073 0.1018
H -8.160 -2.039 1.634 0.0619
H -8.623 -0.552 0.660 0.1053
H -5.405 -1.610 2.455 0.1259
H -2.716 -0.476 1.924 0.1058
H 0.779 -0.282 1.806 0.1282
H 2.303 -1.395 3.019 0.0945
H 3.206 -0.187 2.090 0.0774
H 3.397 -1.874 1.681 0.0861
H 1.110 -2.477 -0.401 0.0706
H 0.558 -2.854 1.176 0.0676
H -0.241 -1.723 0.134 0.0474
```

Calculated values
- Kohn-Sham gap: 8.1 eV
- LUMO: 0.20 eV
- Highest occupied orbital energy: -7.9 eV
- SMILES string: Cc1noc(-c2cn3ncnc(Nc4cnc5[nH]c(C)cc5c4)c3c2C(C)C)n1

No. 2
Molecular formula: C3H4NS
Method: DFT, ωB97M-V with the def2-TZVPD basis set

```
9
Properties=species:S:1:pos:R:3:lowdin_charge:R:1
C 1.474 -0.406 1.476 0.2120
C 1.103 1.345 2.389 -0.3482
C -0.107 0.865 0.045 -0.3533
N 0.328 -0.514 0.634 -0.0995
S 0.051 2.051 1.427 0.9392
H 0.499 1.306 -0.719 0.0765
H -1.277 0.940 -0.319 0.1638
H 0.535 -1.246 -0.101 0.1936
H -0.409 -1.048 1.175 0.2159
```

Calculated values
- Kohn-Sham gap (spin up / spin down): 7.1 / 7.1 eV
- LUMO (spin up / spin down): -6.99 / -7.02 eV
- Energy relative to the best compared isomer or geometry (same formula, charge and spin): 750.95 kJ/mol
- Total charge: +1
- Highest occupied orbital energy (spin up / spin down): -14.1 / -14.1 eV

No. 3
Molecular formula: CH2NO2S
Method: DFT, ωB97M-V with the def2-TZVPD basis set

```
7
Properties=species:S:1:pos:R:3:lowdin_charge:R:1
C -0.854 -0.415 0.471 -0.4247
N 0.021 0.488 0.523 -0.0436
O -3.188 1.109 0.548 -0.6003
O -3.379 -1.209 -0.160 -0.6087
S -2.613 0.032 -0.307 0.5383
H -0.813 -1.634 0.469 0.0848
H 1.012 0.256 0.934 0.0542
```

Calculated values
- Kohn-Sham gap: 7.2 eV
- LUMO: 4.34 eV
- Energy relative to the best compared isomer or geometry (same formula, charge and spin): 177.38 kJ/mol
- Total charge: -1
- Highest occupied orbital energy: -2.8 eV

No. 4
Molecular formula: C18H16BrFeN3O3S5
Method: DFT, ωB97M-V with the def2-TZVPD basis set

```
47
Properties=species:S:1:pos:R:3:lowdin_charge:R:1
Fe -0.717 0.243 1.298 0.5946
Br 1.309 2.614 0.009 0.8309
C 0.206 3.081 1.470 -0.7026
C 0.496 4.347 2.045 -0.0664
C -0.304 4.673 3.158 -0.0134
C -1.209 3.767 3.678 0.0237
C -1.319 2.515 3.121 -0.1371
N -0.664 2.220 1.962 -0.0317
C -2.131 1.358 3.668 -0.5546
O -3.013 1.627 4.505 0.0683
O -1.695 0.223 3.216 -0.1323
H 1.271 4.984 1.658 0.0983
H -0.184 5.602 3.683 0.1175
H -1.811 4.029 4.530 0.1322
S -7.091 -1.331 -2.285 0.6323
C -5.584 -1.088 -1.688 -1.4627
S -4.929 -2.142 -0.463 0.9064
C -3.399 -1.345 -0.195 -1.1537
C -3.201 -0.127 -0.985 -1.1287
S -2.006 1.064 -0.802 0.5700
S -4.474 0.213 -2.155 0.8909
S -2.367 -1.935 0.972 0.6701
O 1.234 -1.503 2.669 0.1209
N 0.999 -0.876 1.629 -0.1014
C 0.524 -0.694 -3.291 0.0320
N 0.801 -2.076 -2.683 -0.1475
C -0.353 -2.985 -3.096 0.0295
C 0.880 -2.089 -1.153 -0.0676
C 2.097 -1.381 -0.549 -0.1134
C 3.395 -1.548 -1.086 -0.0189
C 4.463 -0.792 -0.610 -0.0448
C 4.355 0.013 0.515 -0.0334
C 3.154 -0.012 1.191 -0.0548
C 2.056 -0.713 0.723 -0.2529
H 0.826 -0.724 -4.349 0.1152
H 1.128 0.027 -2.764 0.0865
H -0.541 -0.389 -3.204 0.0968
H 1.659 -2.467 -3.073 0.1633
H -1.252 -2.558 -2.623 0.1111
H -0.155 -3.977 -2.694 0.1097
H -0.489 -3.022 -4.157 0.1027
H 0.892 -3.136 -0.904 0.1356
H -0.101 -1.681 -0.793 0.0830
H 3.572 -2.223 -1.948 0.1262
H 5.390 -0.880 -1.146 0.1151
H 5.183 0.602 0.840 0.1180
H 3.099 0.493 2.159 0.1376
```

Calculated values
- Kohn-Sham gap (spin up / spin down): 5.3 / 6.1 eV
- LUMO (spin up / spin down): -4.61 / -4.85 eV
- Energy relative to the best compared isomer or geometry (same formula, charge and spin): 0.00 kJ/mol
- Multiplicity: 6
- Total charge: +1
- Highest occupied orbital energy (spin up / spin down): -9.9 / -11.0 eV

No. 5
Molecular formula: C5H30N3O10
Method: DFT, ωB97M-V with the def2-TZVPD basis set

```
48
Properties=species:S:1:pos:R:3:lowdin_charge:R:1
C 0.760 2.082 1.860 -0.1465
C 2.170 1.608 1.502 -0.1587
C 2.405 1.280 0.123 -0.2782
C 3.655 0.933 -0.421 -0.0780
N 3.465 0.576 -1.736 0.0229
C 2.198 0.609 -2.040 -0.1632
N 1.460 1.024 -0.859 0.1182
N -0.141 0.872 1.595 0.1288
H 0.379 3.014 1.208 0.1690
H 0.581 2.230 2.942 0.1100
H 2.673 2.429 1.977 0.1268
H 2.478 0.626 1.983 0.1376
H 4.676 0.969 -0.074 0.1097
H 1.736 0.288 -3.072 0.1395
H 0.538 1.247 -0.995 0.0611
H -0.742 1.088 0.741 0.1013
H 1.661 -0.157 4.265 0.0362
H -0.891 0.886 2.345 0.1483
H -2.581 0.069 0.334 -0.0497
H -3.602 0.406 1.631 0.1377
O -2.671 0.161 1.249 -0.0778
H -1.350 0.773 -4.649 0.0282
H -0.405 -0.040 -4.144 0.0692
O -1.384 0.119 -3.971 -0.0601
H -3.274 -1.429 -1.528 0.0462
H -4.626 -0.864 -2.050 0.0766
O -3.884 -0.606 -1.460 -0.1055
H -2.053 2.841 1.765 -0.0058
H -2.812 3.457 0.647 0.0445
O -1.989 3.505 1.117 -0.0115
H 2.153 -2.238 -0.629 -0.0331
H 2.650 -2.862 -2.049 0.0932
O 1.860 -2.589 -1.470 -0.1100
H -2.533 0.721 -1.677 0.0345
H -1.844 2.078 -1.349 0.0670
O -1.771 1.125 -1.186 -0.0898
H 0.393 0.015 1.443 0.1218
H 0.395 0.023 4.802 0.0909
O 0.923 0.371 4.047 -0.0304
H -1.224 -1.881 -2.510 0.0956
H -2.284 -3.132 -2.317 0.0420
O -1.841 -2.418 -1.923 -0.0356
H 0.524 -4.464 0.089 0.1127
H -0.777 -3.470 -0.028 0.1257
O -0.058 -3.857 0.665 -0.1091
H 0.843 -2.664 1.036 0.0315
H 2.424 -2.647 1.590 0.0539
O 1.736 -2.108 1.178 -0.1377
```

Calculated values
- Kohn-Sham gap: 8.2 eV
- LUMO: -2.62 eV
- Energy relative to the best compared isomer or geometry (same formula, charge and spin): 218.77 kJ/mol
- Total charge: +1
- Highest occupied orbital energy: -10.9 eV

No. 6
Molecular formula: C4H6N2
Method: DFT, ωB97M-V with the def2-TZVPD basis set

```
12
Properties=species:S:1:pos:R:3:lowdin_charge:R:1
C -1.137 0.966 -0.407 -0.0225
C -0.533 -0.333 0.018 -0.4651
N 0.276 -1.260 -0.679 0.0869
C 0.782 -0.655 0.573 -0.2548
C 1.887 0.268 0.534 -0.1719
N 2.808 0.969 0.514 0.1520
H -1.487 1.091 -1.442 0.0760
H -1.835 0.223 0.222 0.0942
H -0.857 1.907 0.095 0.0807
H -1.349 -1.017 0.637 0.1709
H 0.704 -0.849 -1.501 0.1139
H 0.742 -1.310 1.436 0.1398
```

Calculated values
- Kohn-Sham gap: 10.6 eV
- LUMO: 0.80 eV
- Energy relative to the best compared isomer or geometry (same formula, charge and spin): 432.92 kJ/mol
- Highest occupied orbital energy: -9.8 eV

No. 7
Molecular formula: CBrClI2
Method: DFT, ωB97M-V with the def2-TZVPD basis set

```
5
Properties=species:S:1:pos:R:3:lowdin_charge:R:1
C 0.156 0.322 -0.092 -1.4577
Cl 1.137 -0.932 -0.060 0.6355
Br 0.265 1.716 -1.390 0.5932
I -4.360 -2.274 -0.175 -0.0658
I -2.172 -0.652 0.455 0.2949
```

Calculated values
- Kohn-Sham gap (spin up / spin down): 6.6 / 6.6 eV
- LUMO (spin up / spin down): -2.19 / -2.19 eV
- Energy relative to the best compared isomer or geometry (same formula, charge and spin): 155.60 kJ/mol
- Highest occupied orbital energy (spin up / spin down): -8.8 / -8.8 eV

No. 8
Molecular formula: CH3BrClOP
Method: DFT, ωB97M-V with the def2-TZVPD basis set

```
8
Properties=species:S:1:pos:R:3:lowdin_charge:R:1
C 0.251 -0.203 0.156 -0.2578
O 0.658 -2.926 -0.295 -0.4347
P 1.111 -1.802 0.520 0.3264
Cl 3.090 -1.476 0.335 0.2525
Br 2.578 2.309 2.618 0.0416
H 0.608 0.578 0.819 -0.0180
H 0.478 0.046 -0.884 0.0480
H -0.820 -0.352 0.272 0.0420
```

Calculated values
- Kohn-Sham gap (spin up / spin down): 9.7 / 7.2 eV
- LUMO (spin up / spin down): 0.87 / -4.02 eV
- Multiplicity: 3
- Highest occupied orbital energy (spin up / spin down): -8.8 / -11.2 eV